Record 1
{
  "formula": "C25H35BN2O6Tc",
  "method": "ωB97M-V/def2-TZVPD",
  "species": ["Tc", "H", "C", "C", "C", "O", "C", "C", "H", "C", "H", "C", "H", "H", "H", "H", "H", "H", "O", "H", "H", "C", "H", "H", "C", "O", "H", "H", "H", "C", "O", "C", "H", "C", "C", "H", "H", "H", "N", "N", "C", "C", "H", "H", "H", "H", "C", "B", "C", "C", "H", "H", "C", "C", "H", "O", "C", "C", "H", "C", "H", "C", "H", "H", "O", "H", "H", "H", "H", "C"],
  "xyz": [[-0.349, 1.210, 1.474], [-2.032, 2.922, -5.911], [1.868, 2.780, 0.139], [-0.999, -0.394, 3.890], [-2.113, -0.881, 4.757], [-0.050, 5.095, -3.694], [0.751, -1.596, 5.134], [2.742, -0.437, 3.601], [-2.244, -2.039, -2.949], [0.593, 3.417, -2.185], [2.284, -2.608, 6.194], [0.018, 2.588, -1.239], [2.326, 2.498, 1.077], [-3.591, 4.781, -5.378], [4.388, -3.460, 5.661], [-2.015, -0.128, -3.967], [3.503, 3.967, -0.549], [-0.494, 1.330, -5.179], [-1.089, -0.647, -0.852], [0.783, -4.326, 0.790], [1.232, -1.535, -1.817], [-2.067, -2.562, -2.010], [-3.611, 3.613, -4.051], [-1.934, -3.619, -2.245], [0.372, -0.701, 4.105], [1.234, 0.810, 2.379], [-0.031, 1.322, -3.475], [-2.423, -2.520, 0.867], [-2.932, 1.265, -4.530], [-0.826, -2.027, -1.330], [0.114, -1.696, 0.810], [0.591, -3.858, -0.175], [0.569, -2.886, -2.747], [-2.999, 4.347, -4.574], [-1.757, 3.695, -5.197], [-3.007, -0.998, 4.148], [-1.161, 4.459, -5.698], [2.306, 4.623, -2.650], [-0.911, 3.070, -4.188], [0.633, 2.295, -0.082], [3.070, -1.333, 4.620], [-1.663, -3.294, 0.747], [-1.340, -3.619, 1.736], [-1.898, -1.811, 5.270], [0.059, -1.240, -3.114], [1.530, -3.463, -0.556], [1.858, 3.945, -1.936], [-0.429, -0.548, 0.340], [-0.131, 3.932, -3.388], [0.335, -1.918, -2.305], [-2.715, 5.145, -3.890], [-2.114, -4.147, 0.241], [-0.810, 1.623, -4.171], [2.051, -1.917, 5.399], [4.479, -2.079, 6.800], [-1.373, 0.368, 2.941], [1.429, -0.117, 3.344], [2.514, 3.595, -0.770], [3.533, 0.014, 3.019], [-0.452, -2.775, -0.013], [-0.015, -2.053, 5.743], [-2.145, 0.946, -3.849], [-2.321, -0.116, 5.509], [-2.949, -2.455, -1.383], [4.361, -1.570, 4.783], [-2.458, 1.139, -2.823], [0.232, -4.631, -0.856], [-0.963, 2.149, -1.385], [5.868, -2.480, 5.765], [4.786, -2.459, 5.826]],
  "homo_lumo_gap_ev": [5.81, 5.03],
  "charge": 2,
  "e_above_lowest_kcal_mol": 0.0,
  "spin_multiplicity": 4
}


Record 2
{
  "formula": "C25H62CdF3O9",
  "method": "ωB97M-V/def2-TZVPD",
  "species": ["H", "O", "H", "H", "H", "H", "H", "H", "C", "H", "C", "C", "H", "H", "H", "H", "H", "H", "O", "H", "C", "C", "H", "O", "C", "H", "H", "H", "H", "C", "O", "F", "O", "H", "C", "H", "H", "H", "H", "C", "H", "H", "H", "H", "H", "H", "H", "O", "H", "H", "Cd", "C", "C", "H", "H", "C", "O", "H", "C", "H", "H", "C", "H", "C", "C", "H", "H", "H", "H", "H", "H", "H", "F", "H", "H", "C", "F", "C", "C", "H", "H", "C", "O", "C", "O", "H", "C", "C", "C", "H", "C", "H", "H", "H", "H", "H", "H", "H", "H", "H"],
  "xyz": [[-4.456, 3.353, -3.037], [1.370, 1.546, -0.742], [-4.310, 1.839, -0.949], [-3.682, 0.204, -3.008], [-2.083, 1.335, -4.812], [3.567, -2.911, -2.288], [0.918, 4.036, -0.391], [-0.189, -4.588, 0.269], [-2.088, 3.654, 1.792], [-2.468, -3.590, 0.687], [-4.439, -1.644, -0.085], [1.151, 3.776, -1.424], [-1.330, -5.021, 1.781], [-1.112, 0.218, -5.534], [0.782, -2.219, 1.250], [0.962, -0.804, 4.630], [-0.616, -6.394, 2.573], [2.250, 1.861, 4.681], [1.776, 2.606, 2.039], [-2.974, 4.132, -2.570], [-3.773, 2.782, -1.046], [0.805, -4.907, 1.769], [1.746, 4.543, -1.920], [-2.449, 2.714, -0.601], [2.037, -1.473, -2.143], [-3.106, 1.776, 1.102], [0.381, -2.245, -1.917], [-1.830, -2.671, 2.003], [2.192, -3.511, -1.277], [-0.488, -5.710, 1.734], [0.660, -1.347, -1.725], [-3.227, 4.253, 1.968], [0.851, -1.272, 1.110], [2.953, 4.837, 1.529], [-3.094, -1.580, 0.661], [1.496, 3.513, 4.661], [0.895, 2.883, 2.299], [1.775, -1.498, -4.422], [0.964, 0.386, 2.236], [1.202, -0.671, 2.356], [1.773, 1.843, 0.077], [3.176, -0.645, -3.845], [3.299, -0.510, 3.312], [-1.498, 1.427, -2.322], [-3.329, -0.852, -4.337], [-4.425, -2.390, -0.879], [3.557, 2.771, 2.762], [-1.171, 0.525, -2.276], [-0.319, 1.422, -4.472], [3.242, -0.430, 1.595], [-0.322, -0.011, -0.464], [2.010, -5.872, 1.584], [2.744, -0.884, 2.452], [3.827, 5.060, 3.039], [-2.153, -2.048, -0.952], [2.486, -2.921, -2.145], [0.568, -4.119, 0.627], [1.846, 2.212, -2.759], [2.142, -0.886, -3.598], [3.951, 1.590, -1.641], [-0.420, -0.946, 3.598], [-3.529, 3.197, -2.484], [-4.763, -0.719, -0.563], [2.872, 4.754, 2.612], [-2.994, -0.574, -3.338], [1.019, -4.323, 2.664], [0.200, 3.917, -1.937], [2.888, -1.960, 2.357], [-4.386, 3.504, -0.507], [-3.572, -3.119, 2.029], [2.145, -3.364, -3.080], [2.093, -6.184, 0.543], [-1.176, 4.469, 1.354], [2.917, -5.288, 1.737], [2.131, 5.524, 2.828], [-2.251, 2.388, 0.815], [-1.702, 3.254, 2.979], [0.640, -1.191, 3.664], [2.609, 3.274, 2.953], [3.260, 3.240, 5.016], [2.112, -6.608, 2.381], [3.384, 2.473, -1.346], [-2.078, -1.355, -0.292], [-2.731, -2.814, 1.406], [-1.237, 1.388, 0.829], [-3.146, -1.441, -2.694], [2.385, 2.918, 4.451], [-1.180, 0.765, -4.594], [-1.501, -0.193, -3.446], [0.720, -2.262, 3.852], [1.884, 2.466, -1.700], [-3.079, -0.724, 1.336], [-5.309, -1.805, 0.551], [3.862, 3.315, -1.847], [3.642, 2.485, -0.287], [-0.930, -1.117, -3.546], [2.675, -0.921, -1.452], [-2.914, 2.511, -3.066], [1.515, 0.002, -3.669], [-0.478, -6.406, 0.895]],
  "homo_lumo_gap_ev": 8.55,
  "charge": 1
}


Record 3
{
  "formula": "C3H11NO2",
  "method": "ωB97M-V/def2-TZVPD",
  "species": ["C", "N", "H", "H", "H", "C", "H", "O", "H", "H", "H", "C", "H", "H", "H", "O", "H"],
  "xyz": [[-2.527, 2.883, -0.043], [-1.187, 0.493, 0.430], [-0.633, 3.853, 0.846], [-2.959, 3.840, -0.127], [5.334, -2.698, -1.807], [-1.108, 2.882, 0.438], [-2.671, 2.458, -1.003], [4.698, -3.472, -1.510], [4.182, -3.428, -2.319], [0.163, -3.865, 0.249], [1.266, -4.735, 0.416], [-0.413, 1.743, 0.463], [0.688, 1.732, 0.458], [-3.228, 2.446, 0.707], [-1.406, 0.518, 1.425], [0.674, -4.189, 0.969], [-0.873, -0.462, 0.408]],
  "homo_lumo_gap_ev": 9.07,
  "smiles": "C/C=C\\N.O.O",
  "e_above_lowest_kcal_mol": 50.1
}


Record 4
{
  "formula": "C43H39F5N2O2P",
  "method": "ωB97M-V/def2-TZVPD",
  "species": ["N", "C", "H", "F", "H", "C", "C", "C", "P", "C", "H", "H", "C", "C", "H", "H", "H", "F", "H", "H", "C", "H", "H", "H", "C", "H", "C", "C", "C", "C", "C", "C", "H", "H", "C", "C", "H", "C", "C", "H", "C", "O", "H", "C", "H", "C", "C", "H", "H", "H", "C", "H", "C", "C", "C", "C", "H", "H", "C", "C", "H", "C", "H", "C", "H", "C", "F", "C", "F", "H", "O", "C", "C", "C", "N", "C", "H", "C", "H", "F", "H", "C", "C", "H", "C", "H", "H", "H", "H", "H", "C", "H"],
  "xyz": [[-0.744, -0.042, 2.814], [1.861, -1.195, -1.846], [2.341, 4.546, -2.670], [-4.189, 1.058, 0.579], [4.111, -2.723, -1.896], [-0.085, -0.402, 1.704], [-5.527, 2.879, 1.308], [-1.761, -0.522, -3.844], [0.805, -0.158, -2.844], [1.026, -1.244, 1.707], [1.851, -0.079, 3.917], [2.149, -2.088, -4.564], [0.684, 1.580, -2.324], [-2.693, -1.891, -1.591], [1.835, -4.071, -0.925], [-1.395, 0.006, -4.725], [3.167, -6.066, -0.304], [-4.640, 5.781, 3.336], [1.438, -1.526, 2.683], [1.011, 1.440, 4.306], [1.848, -0.120, -7.339], [5.300, -1.384, -1.864], [1.289, 0.210, 5.576], [-0.650, -1.843, -0.885], [1.648, 2.511, -2.740], [0.232, -1.860, 5.585], [-0.307, -0.282, 4.206], [3.273, -0.716, -1.854], [-0.881, -0.813, -2.786], [4.330, -1.730, -1.493], [-3.316, 3.954, 2.592], [-2.369, 0.943, 4.169], [1.373, -1.369, -0.477], [-0.516, 0.913, 6.776], [1.596, -1.792, 0.582], [1.572, 3.845, -2.343], [-1.312, -2.135, 4.725], [-3.570, -1.572, -2.631], [4.197, -5.083, 1.325], [2.079, -0.125, -8.405], [-1.426, 0.454, 6.374], [-3.387, 1.482, 4.598], [-1.582, 1.764, 0.884], [1.215, 0.988, -6.769], [5.041, -3.838, 2.886], [-1.998, 0.702, 2.707], [-1.882, 1.996, 1.914], [-0.524, -0.077, 0.757], [2.476, 2.185, -3.368], [-1.104, 2.628, 2.362], [3.282, -5.146, 0.267], [4.811, -5.947, 1.571], [-4.300, 2.229, 1.271], [1.261, -0.107, -4.599], [-5.648, 4.073, 2.021], [0.920, 0.996, -5.405], [1.783, -2.237, -2.189], [4.405, -1.811, -0.403], [-4.534, 4.620, 2.661], [-3.099, -0.902, -3.764], [-2.786, 0.086, 2.235], [-0.466, 3.357, -1.129], [-4.623, -1.850, -2.564], [-1.342, -1.545, -1.676], [0.233, -2.385, 3.889], [2.519, -2.883, 0.761], [-2.237, 4.484, 3.224], [-0.285, -1.763, 4.621], [-6.828, 4.717, 2.061], [-3.055, -2.412, -0.704], [3.597, 0.458, -2.061], [0.512, 4.272, -1.539], [2.191, -1.217, -6.542], [1.051, 0.363, 4.516], [-1.369, 0.409, 4.932], [3.492, -2.820, 1.804], [-1.518, -0.555, 6.796], [2.504, -4.043, -0.062], [0.441, 5.316, -1.232], [-6.593, 2.371, 0.659], [0.424, 1.869, -4.973], [-0.378, 2.015, -1.508], [4.315, -3.906, 2.075], [2.691, -2.079, -6.984], [-3.175, 2.742, 1.917], [3.596, -1.894, 2.379], [0.950, 1.851, -7.381], [-3.772, -0.667, -4.589], [-2.297, 1.047, 6.664], [-1.311, 3.691, -0.525], [1.896, -1.221, -5.177], [-1.151, 1.304, -1.205]],
  "homo_lumo_gap_ev": 6.13,
  "charge": 1,
  "e_above_lowest_kcal_mol": 0.0
}


Record 5
{
  "formula": "C3H4Cl2",
  "method": "ωB97M-V/def2-TZVPD",
  "species": ["H", "Cl", "H", "Cl", "H", "C", "C", "C", "H"],
  "xyz": [[-2.313, -0.135, -0.630], [2.401, -0.720, -0.114], [-1.529, -0.080, 1.067], [1.279, 1.920, -0.160], [-0.024, -0.642, -1.444], [0.933, 0.203, 0.254], [-1.414, -0.276, 0.013], [-0.218, -0.359, -0.427], [0.884, 0.088, 1.442]],
  "homo_lumo_gap_ev": 11.10,
  "smiles": "C=CC(Cl)Cl",
  "e_above_lowest_kcal_mol": 17.9
}


Record 6
{
  "formula": "C6H12N2O2",
  "method": "ωB97M-V/def2-TZVPD",
  "species": ["C", "H", "H", "O", "C", "C", "H", "H", "H", "C", "H", "H", "C", "N", "H", "C", "H", "N", "H", "H", "O", "H"],
  "xyz": [[1.323, -1.525, -0.835], [-2.783, -0.439, -0.053], [-0.374, -2.418, 0.486], [3.259, -0.759, 0.682], [0.139, 1.869, 0.673], [1.554, -0.002, -0.601], [-2.262, 0.698, 1.038], [2.036, -2.049, -0.222], [1.413, 0.538, -1.510], [-0.244, -1.649, -0.422], [1.332, -1.935, -1.834], [-0.789, -1.977, -1.245], [-1.987, -0.322, 0.783], [-0.695, -0.386, 0.030], [0.773, 0.025, 1.534], [0.390, 0.446, 0.595], [-0.654, 2.098, 1.326], [2.886, 0.210, 0.010], [1.077, 2.386, 1.147], [-0.080, 2.288, -0.372], [3.518, 1.268, -0.071], [-1.900, -0.875, 1.700]],
  "homo_lumo_gap_ev": 8.94,
  "smiles": "C[C@@H]1[C@@H]([N+](=O)[O-])CCN1C",
  "e_above_lowest_kcal_mol": 118.0
}


Record 7
{
  "formula": "C3H11NO3S",
  "method": "ωB97M-V/def2-TZVPD",
  "species": ["H", "H", "C", "H", "H", "O", "H", "O", "C", "S", "O", "H", "H", "H", "H", "H", "C", "H", "N"],
  "xyz": [[-0.425, 2.231, -0.273], [1.282, -3.123, -1.695], [-1.674, -1.534, 0.064], [-0.101, 0.271, 1.280], [-1.283, -2.374, 0.689], [-0.875, 2.180, 2.444], [-1.459, 0.234, -0.892], [0.905, -2.375, -2.180], [1.368, 0.742, -0.327], [0.901, 2.510, -0.302], [-2.852, -1.527, -0.274], [0.055, 2.403, 2.322], [1.393, 0.466, -1.401], [1.472, -1.989, -2.867], [-1.278, 2.917, 2.913], [2.333, 0.660, 0.150], [0.306, -0.144, 0.362], [0.872, -1.102, 0.351], [-0.942, -0.445, -0.365]],
  "homo_lumo_gap_ev": [1.92, 8.84],
  "charge": -1,
  "e_above_lowest_kcal_mol": 33.2,
  "spin_multiplicity": 2
}


Record 8
{
  "formula": "C9H15BrN3O3P",
  "method": "ωB97M-V/def2-TZVPD",
  "species": ["H", "H", "C", "H", "H", "H", "H", "C", "O", "H", "C", "O", "H", "H", "N", "C", "H", "C", "H", "H", "H", "H", "P", "N", "O", "Br", "C", "H", "C", "N", "C", "C"],
  "xyz": [[5.484, -1.346, 2.157], [-2.235, 2.491, 0.346], [-1.247, 2.772, -1.737], [2.519, 0.307, -0.152], [-4.276, -1.738, -1.823], [-0.126, 2.883, -1.477], [2.573, -1.607, -0.088], [-1.670, 0.457, -0.661], [4.306, 0.314, 2.405], [-3.799, -0.082, -0.230], [0.586, -0.602, -0.793], [-3.704, -2.537, -1.669], [0.961, -0.283, -1.845], [0.121, -1.642, -0.907], [-1.521, -0.634, -3.242], [-1.755, -0.027, -2.214], [-0.236, 0.386, 0.894], [1.951, -0.671, 0.114], [1.668, -0.570, 1.233], [-3.283, 1.920, -1.168], [6.288, 0.052, 2.913], [5.931, 0.060, 1.159], [-2.689, -2.313, -0.290], [-2.461, -0.284, 2.904], [-1.639, 3.212, -2.861], [-3.711, -3.350, 1.454], [-2.751, -0.433, 0.139], [4.418, 1.274, 2.387], [-2.767, -0.165, 1.731], [-0.284, 0.417, -0.134], [-2.230, 2.001, -0.688], [5.578, -0.259, 2.143]],
  "homo_lumo_gap_ev": 9.59,
  "smiles": "CCN[C@](C#N)(CC=O)[C@H](C#N)P(O)Br.CO"
}


Ordered DFT total energy results: -44620.323; -58067.062; -8872.316; -75167.032; -28219.384; -13487.307; -21755.644; -99516.102; unit eV.